*1*
Molecular formula: C7H14N
Method: DFT, wB97M-V/def2-TZVPD

Calculated values
HOMO energy (eV): -12.655
LUMO (eV): -3.53
Orbital gap (hartree): 0.33524
SMILES: C=CCC(=C)CC[NH3+]

The geometry in ORCA input format:
```
! wB97M-V def2-TZVPD RIJCOSX def2/J DEFGRID3
* xyz 1 1
C -1.605 2.278 -2.213
C -1.320 1.301 -1.365
C -0.104 0.429 -1.428
C 0.002 -0.653 -0.407
C -1.077 -1.329 -0.013
C 1.348 -1.097 0.148
C 1.686 -0.539 1.527
N 0.472 -0.219 2.354
H -2.525 2.842 -2.160
H -1.044 2.357 -3.139
H -1.962 1.204 -0.491
H 0.813 1.006 -1.517
H -0.078 0.001 -2.418
H -1.009 -2.232 0.594
H -2.086 -1.133 -0.344
H 2.192 -0.877 -0.502
H 1.252 -2.181 0.171
H 2.326 -1.102 2.135
H 2.211 0.404 1.393
H 0.640 -0.320 3.353
H 0.149 0.737 2.207
H -0.281 -0.877 2.115
*
```

---

*2*
Molecular formula: C7H14N
Method: DFT, wB97M-V/def2-TZVPD

Calculated values
HOMO energy (eV): -13.241
LUMO (eV): -3.21
Orbital gap (hartree): 0.36878

The geometry in ORCA input format:
```
! wB97M-V def2-TZVPD RIJCOSX def2/J DEFGRID3
* xyz 1 1
C -1.892 -0.169 0.014
C -3.183 -0.414 0.102
C -0.985 0.659 0.893
C -0.919 -0.627 -1.045
C 0.313 0.434 0.092
C 0.961 1.612 -0.558
C 2.318 -1.064 -0.063
N 1.249 -0.488 0.781
H -3.689 -1.022 -0.627
H -3.783 -0.014 0.900
H -1.273 1.710 0.918
H -0.931 0.315 1.928
H -0.647 -1.672 -1.062
H -0.996 -0.170 -2.019
H 1.686 1.327 -1.316
H 1.457 2.241 0.185
H 0.197 2.215 -1.041
H 1.876 -1.497 -0.959
H 3.030 -0.294 -0.351
H 2.848 -1.841 0.486
H 1.682 0.010 1.572
H 0.680 -1.251 1.171
*
```

---

*1* comes first in stability; the runner-up is 13.5 kcal/mol higher.